Entry 1:
Formula: C14H18BrIN2O3
Source: the Open Molecules 2025 dataset
Level of theory: ωB97M-V with the def2-TZVPD basis set

Values from the calculation:
Total charge: 0
SMILES string: CCOc1cc(Br)c(I)c2ncc(O)nc12.CCOCC
LUMO, eV: -0.3
Gap between HOMO and LUMO, eV: 8.1
DFT total energy, a.u.: -3751.1838

Element x y z (Å)
C  3.9297  0.3388  2.5854
C  3.4815  -0.4527  1.3652
O  2.0863  -0.3373  1.0914
C  1.5699  0.9054  0.9853
C  2.2377  1.9483  0.4158
C  1.6290  3.2142  0.2890
Br  2.6870  4.5477  -0.5056
C  0.3535  3.4340  0.7136
I  -0.5858  5.2866  0.5440
C  -0.3645  2.3625  1.2995
N  -1.6411  2.5559  1.7324
C  -2.2488  1.5479  2.2652
C  -1.6259  0.2684  2.3919
O  -2.3048  -0.7451  3.0015
N  -0.4211  0.0462  2.0024
C  0.2418  1.0964  1.4491
H  4.2907  1.3329  2.3222
H  3.1076  0.4635  3.2884
H  4.7465  -0.1830  3.0818
H  4.0656  -0.1766  0.4826
H  3.6367  -1.5173  1.5248
H  3.2448  1.8032  0.0542
H  -3.2616  1.6848  2.6305
H  -3.1648  -0.8664  2.5843
C  -0.6129  -1.1185  -1.2183
C  -1.2891  -2.4633  -1.4116
O  -2.6462  -2.3744  -1.8140
C  -2.8797  -1.7209  -3.0483
C  -2.2143  -2.3894  -4.2394
H  -1.2001  -0.4994  -0.5397
H  0.3789  -1.2582  -0.7876
H  -0.4984  -0.5736  -2.1575
H  -1.3151  -2.9985  -0.4622
H  -0.7177  -3.0836  -2.1115
H  -2.5834  -0.6671  -2.9894
H  -3.9625  -1.7402  -3.1737
H  -1.1264  -2.3267  -4.1904
H  -2.5310  -1.9018  -5.1619
H  -2.4921  -3.4430  -4.2895

***

Entry 2:
Formula: C14H18Cl21F2NO4
Source: the Open Molecules 2025 dataset
Level of theory: ωB97M-V with the def2-TZVPD basis set

Values from the calculation:
Total charge: 0
SMILES string: O=COCCOC(=O)N(F)CCCF.ClC(Cl)Cl.ClC(Cl)Cl.ClC(Cl)Cl.ClC(Cl)Cl.ClC(Cl)Cl.ClC(Cl)Cl.ClC(Cl)Cl
LUMO, eV: 0.2
Gap between HOMO and LUMO, eV: 10.7
ΔE to the lowest compared entry with this formula, charge and spin, kcal/mol: 0.0
DFT total energy, a.u.: -10763.6072

Element x y z (Å)
O  2.8407  -5.9348  0.9375
C  1.6882  -5.6500  0.8997
O  1.2310  -4.3663  0.9289
C  0.9841  -3.8224  -0.3681
C  0.2108  -2.5087  -0.2390
O  -0.5269  -2.4781  0.9866
C  -1.8190  -2.1511  0.8792
O  -2.2701  -1.3171  0.1443
N  -2.6650  -2.8541  1.7519
F  -1.9179  -3.6684  2.6130
C  -3.7119  -3.6515  1.1207
C  -3.2433  -4.6927  0.1098
C  -2.3712  -5.7985  0.6642
F  -3.1012  -6.5442  1.5767
H  0.8840  -6.4038  0.8714
H  1.9473  -3.6062  -0.8378
H  0.4278  -4.5448  -0.9765
H  0.8895  -1.6570  -0.2702
H  -0.4760  -2.4025  -1.0798
H  -4.3552  -2.9220  0.6288
H  -4.2938  -4.0989  1.9245
H  -2.7315  -4.2159  -0.7337
H  -4.1392  -5.1632  -0.3052
H  -1.4869  -5.4147  1.1732
H  -2.0606  -6.4723  -0.1377
Cl  3.7936  -0.6227  -0.3605
C  4.3653  -1.4061  1.1178
Cl  4.2311  -3.1537  0.9888
Cl  6.0172  -0.9096  1.4963
H  3.7288  -1.0765  1.9287
Cl  5.2614  1.2546  -3.9563
C  6.3231  2.1127  -2.8333
Cl  5.6673  3.7073  -2.4550
Cl  6.5806  1.1588  -1.3760
H  7.2779  2.2539  -3.3225
Cl  7.3861  2.8592  2.7619
C  8.4585  3.7943  1.7196
Cl  7.7120  4.0654  0.1466
Cl  8.9107  5.3199  2.4813
H  9.3612  3.2172  1.5687
Cl  -3.6907  2.7110  -1.7577
C  -3.9623  1.0088  -2.1367
Cl  -5.6376  0.5658  -1.7990
Cl  -3.5482  0.6657  -3.8159
H  -3.3192  0.4134  -1.4990
Cl  -8.1010  4.2163  0.2315
C  -7.1039  4.8179  -1.0919
Cl  -8.0196  4.8817  -2.5984
Cl  -6.4244  6.3997  -0.7024
H  -6.2839  4.1256  -1.2300
Cl  -9.6382  2.8989  2.7554
C  -8.8402  2.3884  4.2431
Cl  -9.0903  0.6673  4.5330
Cl  -7.1223  2.7792  4.1976
H  -9.2867  2.9334  5.0640
Cl  6.8818  7.4219  -4.8496
C  6.8479  7.8164  -3.1300
Cl  5.2060  8.1858  -2.6027
Cl  7.5308  6.5056  -2.1703
H  7.4550  8.6988  -2.9781

***

Entry 3:
Formula: C14H18Cl3NaO5
Source: the Open Molecules 2025 dataset
Level of theory: ωB97M-V with the def2-TZVPD basis set

Values from the calculation:
Total charge: 0
LUMO, eV: -0.3
Gap between HOMO and LUMO, eV: 6.2
ΔE to the lowest compared entry with this formula, charge and spin, kcal/mol: 0.0
DFT total energy, a.u.: -2463.3668

Element x y z (Å)
Na  -0.2761  -0.3493  -0.0004
C  -0.0084  1.7215  2.3704
C  0.2690  2.6279  1.1809
O  -0.2443  2.0360  0.0000
C  0.2641  2.6292  -1.1824
C  -0.0135  1.7213  -2.3708
O  0.3426  0.3675  -2.1624
C  1.6911  -0.0315  -2.3540
C  2.6165  0.2833  -1.1880
O  2.0326  -0.2154  -0.0006
C  2.6169  0.2780  1.1890
C  1.6895  -0.0378  2.3530
O  0.3425  0.3664  2.1617
H  -1.0795  1.7074  2.5725
H  0.5047  2.1364  3.2455
H  1.3426  2.8058  1.0594
H  -0.2026  3.6009  1.3666
H  1.3374  2.8104  -1.0640
H  -0.2111  3.6005  -1.3673
H  0.4959  2.1375  -3.2475
H  -1.0851  1.7034  -2.5701
H  2.1094  0.4083  -3.2661
H  1.6412  -1.1134  -2.4775
H  2.7951  1.3596  -1.0887
H  3.5857  -0.1908  -1.3859
H  2.7985  1.3540  1.0933
H  3.5845  -0.1995  1.3861
H  2.1084  0.3974  3.2670
H  1.6356  -1.1199  2.4728
Cl  -5.9385  -5.2142  -0.0012
C  -4.3924  -4.4008  -0.0002
C  -4.3376  -3.0231  -0.0005
C  -3.1055  -2.3953  0.0003
Cl  -3.0698  -0.6450  -0.0001
C  -1.8565  -3.0745  0.0014
O  -0.7214  -2.5024  0.0022
C  -2.0049  -4.4965  0.0017
Cl  -0.5469  -5.4447  0.0032
C  -3.2198  -5.1441  0.0010
H  -5.2450  -2.4346  -0.0014
H  -3.2535  -6.2248  0.0013

***

Entry 4:
Formula: C14H18F17NO5S
Source: the Open Molecules 2025 dataset
Level of theory: ωB97M-V with the def2-TZVPD basis set

Values from the calculation:
Total charge: 0
LUMO, eV: 0.5
Gap between HOMO and LUMO, eV: 10.5
DFT total energy, a.u.: -3071.0548

Element x y z (Å)
N  -1.0899  -2.3612  5.5382
O  -1.0564  -3.7797  5.5319
S  -2.4926  -4.5377  5.3469
O  -3.3713  -3.9700  6.3291
O  -2.9454  -3.7035  3.9352
C  -3.3179  -4.4375  2.8322
F  -3.2811  -5.7591  3.0153
F  -4.5909  -4.1099  2.5364
C  -2.4780  -4.0121  1.5933
F  -2.9284  -4.7218  0.5347
F  -2.7105  -2.6997  1.3822
C  -0.9631  -4.2863  1.7127
F  -0.8212  -5.5893  2.0271
F  -0.4362  -3.5758  2.7225
C  -0.1792  -4.0289  0.3782
F  -0.1787  -5.1997  -0.2977
F  -0.8060  -3.1291  -0.4063
C  1.3179  -3.6615  0.5680
F  1.8219  -4.5957  1.4115
F  1.9248  -3.8193  -0.6220
C  1.6895  -2.2624  1.1660
F  1.8944  -2.3745  2.4912
F  2.8676  -1.8956  0.6042
C  0.7316  -1.0617  0.9461
F  -0.4843  -1.3022  1.4518
F  1.2639  -0.0501  1.6616
C  0.6027  -0.5552  -0.5438
F  -0.7022  -0.4467  -0.8518
F  1.1657  0.6550  -0.6702
F  1.1825  -1.3923  -1.4066
H  -1.9850  -2.0383  5.8861
H  -0.9516  -2.0550  4.5863
C  1.7442  4.9750  0.1522
C  0.5121  4.1875  0.5721
C  -0.1927  3.5832  -0.6315
O  -0.3813  5.0282  1.3032
H  1.4610  5.8021  -0.5046
H  2.2406  5.4031  1.0237
H  2.4564  4.3422  -0.3798
H  0.8061  3.3945  1.2620
H  -0.5332  4.3649  -1.3129
H  -1.0733  3.0210  -0.3141
H  0.4667  2.9189  -1.1836
H  -0.6571  5.7385  0.7160
C  0.7390  4.4661  -6.1078
C  1.2679  4.0218  -4.7526
C  2.0897  2.7464  -4.8649
O  0.1892  3.8324  -3.8372
H  0.0828  3.7003  -6.5303
H  0.1534  5.3802  -6.0085
H  1.5525  4.6481  -6.8113
H  1.8833  4.8142  -4.3247
H  1.4737  1.9289  -5.2497
H  2.4610  2.4434  -3.8852
H  2.9409  2.8799  -5.5338
H  -0.3755  3.1360  -4.1871

***

Entry 5:
Formula: C14H18F2N2O6V
Source: the Open Molecules 2025 dataset
Level of theory: ωB97M-V with the def2-TZVPD basis set

Values from the calculation:
Total charge: -1
LUMO, eV: -2.5
Gap between HOMO and LUMO, eV: 1.8
DFT total energy, a.u.: -2248.7231

Element x y z (Å)
F  -3.5859  -1.8486  0.8222
C  -2.3295  -1.9249  0.2360
C  -1.4504  -0.7247  0.5919
C  -0.0773  -1.0846  1.0246
C  0.1258  -2.1068  1.9294
C  1.4159  -2.4865  2.3429
C  2.4909  -1.8028  1.8521
C  2.3403  -0.7243  0.9501
N  3.4565  -0.0696  0.5341
C  3.2160  0.9161  -0.2863
C  1.9318  1.2623  -0.7422
N  0.8452  0.6474  -0.3634
C  1.0486  -0.3616  0.5208
H  -1.8989  -2.8748  0.5457
H  -2.4571  -1.9745  -0.8461
H  -1.9138  -0.1111  1.3799
H  -1.4284  -0.0975  -0.2941
H  -0.7451  -2.6235  2.3038
H  1.5201  -3.3085  3.0383
H  3.4733  -2.0964  2.1902
H  4.0623  1.4796  -0.6584
H  1.8294  2.0857  -1.4317
O  3.8228  -3.4229  3.9873
V  3.8017  -4.3402  5.4277
O  3.9197  -5.2425  6.8520
C  -2.7901  2.6000  2.8510
O  -2.6321  1.4736  2.2041
O  -4.0163  2.6902  3.4766
O  -2.0069  3.5149  2.9312
H  -4.3947  1.8318  3.2311
F  -2.0385  -0.0620  3.2614
C  -1.1811  1.8195  -3.0615
C  -0.0954  2.1492  -4.0753
C  -0.4677  1.6565  -5.4660
O  1.1430  1.5656  -3.6684
H  -1.3225  0.7375  -2.9907
H  -0.9022  2.1699  -2.0680
H  -2.1325  2.2770  -3.3390
H  0.0670  3.2278  -4.1011
H  -0.5888  0.5697  -5.4662
H  0.3211  1.8947  -6.1809
H  -1.3990  2.1088  -5.8104
H  1.0226  0.6105  -3.6349

***

Entry 6:
Formula: C14H18N2O4
Source: the Open Molecules 2025 dataset
Level of theory: ωB97M-V with the def2-TZVPD basis set

Values from the calculation:
Total charge: 0
SMILES string: COC(=O)Nc1ccc(C(=O)NC[C@H]2CCCO2)cc1
LUMO, eV: 0.6
Gap between HOMO and LUMO, eV: 9.4
ΔE to the lowest compared entry with this formula, charge and spin, kcal/mol: 7.7
DFT total energy, a.u.: -954.7993

Element x y z (Å)
C  7.6986  0.6056  -0.5043
O  6.5861  -0.2742  -0.4368
C  5.4042  0.3105  -0.1249
O  5.2699  1.4866  0.0824
N  4.4404  -0.6531  -0.0973
C  3.0815  -0.5210  0.1831
C  2.2857  -1.6651  0.1246
C  0.9369  -1.5863  0.3949
C  0.3446  -0.3667  0.7147
C  -1.1171  -0.3605  1.0023
O  -1.6988  -1.3394  1.4335
N  -1.7496  0.8123  0.7501
C  -3.1679  0.9860  0.9397
C  -3.9506  0.9199  -0.3866
C  -3.9157  -0.4920  -1.0098
C  -5.3939  -0.8368  -1.2091
C  -6.0629  0.0526  -0.1625
O  -5.3118  1.2499  -0.1679
C  1.1465  0.7686  0.7870
C  2.5013  0.6974  0.5267
H  8.5530  -0.0118  -0.7688
H  7.8596  1.0906  0.4605
H  7.5310  1.3741  -1.2613
H  4.7646  -1.5875  -0.3079
H  2.7330  -2.6155  -0.1292
H  0.3152  -2.4680  0.3641
H  -1.2538  1.5474  0.2732
H  -3.5050  0.1878  1.6047
H  -3.3603  1.9530  1.4139
H  -3.5490  1.6799  -1.0703
H  -3.3591  -0.5074  -1.9448
H  -3.4483  -1.1898  -0.3162
H  -5.6065  -1.8917  -1.0562
H  -5.7252  -0.5460  -2.2065
H  -7.0956  0.3129  -0.3960
H  -6.0247  -0.4205  0.8290
H  0.7269  1.7196  1.0810
H  3.1169  1.5787  0.5909